Formula: CH6O
Source: OMol25
Level of theory: ωB97M-V/def2-TZVPD

Last column: natural (NBO) charge in e.
Positions of all 8 atoms, in Å:
C1 0.00000 0.00000 0.00000  -0.856
H1 0.33512 -1.02299 -0.22621  0.205
H2 0.59577 0.71866 -0.58188  0.216
H3 -1.06245 0.10507 -0.26489  0.220
H4 0.13116 0.19981 1.07372  0.213
O1 2.74545 -2.63271 0.10870  -0.939
H5 1.86084 -2.85008 0.48082  0.469
H6 2.79717 -1.65090 0.14926  0.471

Force components x, y, z for each atom (eV/Å):
0.0118 0.0175 0.0399
-0.1534 0.3733 0.0256
-0.2197 -0.2703 0.2039
0.4089 -0.0523 0.0979
-0.0585 -0.0594 -0.3803
-0.8432 0.7637 0.4124
0.9617 0.2786 -0.3792
-0.1075 -1.0512 -0.0203

Values from the calculation:
SMILES string = C.O
HOMO level = -11.5552 eV
Net charge = 0
ΔE to the lowest compared entry with this formula, charge and spin = 0.85 kJ/mol


Formula: C17H14AuCl5N2O7S
Source: OMol25
Level of theory: ωB97M-V/def2-TZVPD

Last column: natural (NBO) charge in e.
Positions of all 47 atoms, in Å:
Au1 0.55011 2.06221 -2.58216  0.841
Cl1 4.41171 2.33831 3.22964  -0.034
C1 3.89771 1.96481 1.61684  -0.137
C2 4.81291 1.61671 0.64794  -0.120
Cl2 6.49721 1.51891 1.03414  -0.031
C3 4.36581 1.33921 -0.64516  -0.205
Cl3 5.51951 0.82781 -1.83906  -0.039
C4 3.02981 1.45181 -1.03706  0.353
O1 2.64771 1.22491 -2.24206  -0.823
C5 2.05481 1.79211 -0.00716  0.254
O2 0.80111 1.85421 -0.28536  -0.843
C6 2.54091 2.00611 1.28054  -0.181
Cl4 1.36911 2.28151 2.53414  -0.048
O3 0.25551 5.45011 -4.94726  -0.877
Cl5 -0.46159 4.53601 -4.12076  2.581
O4 -0.25889 3.19171 -4.59946  -0.898
O5 -1.85249 4.84951 -4.16606  -0.880
O6 0.01241 4.61161 -2.77706  -0.874
C7 -4.68299 -1.55889 1.51674  -0.604
C8 -3.91809 -0.77779 0.45484  -0.406
C9 -2.48779 -0.45929 0.91744  -0.220
N1 -1.71559 0.22071 -0.09586  -0.601
C10 -1.49219 -0.24719 -1.33966  0.290
S1 -1.54099 0.74101 -2.68976  -0.205
N2 -1.39429 -1.60959 -1.55426  -0.660
C11 -0.99749 -2.68399 -0.78986  0.676
O7 -1.32499 -3.80809 -1.15406  -0.614
C12 -0.13049 -2.47359 0.39464  -0.205
C13 0.78071 -1.42109 0.48794  -0.096
C14 1.67081 -1.36689 1.54704  -0.208
C15 1.65271 -2.33919 2.53294  -0.193
C16 0.74041 -3.38009 2.45414  -0.242
C17 -0.12839 -3.45809 1.38704  -0.173
H1 -5.67929 -1.81319 1.16064  0.203
H2 -4.78059 -0.97799 2.43174  0.196
H3 -4.16229 -2.48419 1.75524  0.202
H4 -4.44569 0.14851 0.21844  0.202
H5 -3.86409 -1.37299 -0.45766  0.204
H6 -2.00159 -1.39439 1.21554  0.201
H7 -2.51249 0.19041 1.79124  0.211
H8 -1.54099 1.21111 0.00934  0.452
H9 -1.66309 -1.88189 -2.49466  0.433
H10 0.80831 -0.65159 -0.26436  0.248
H11 2.37481 -0.55229 1.58684  0.247
H12 2.35081 -2.30089 3.35674  0.208
H13 0.71621 -4.13669 3.22784  0.198
H14 -0.82479 -4.27959 1.29894  0.217

Force components x, y, z for each atom (eV/Å):
0.3026 -0.5926 -0.1041
0.1047 0.0182 0.2173
0.2891 -0.1706 -0.0734
-0.1297 0.0575 0.3820
0.2837 0.0096 0.0897
0.1012 -0.0313 -0.1123
0.0238 -0.0259 -0.2396
-0.0367 -0.1405 -0.3130
-0.0160 0.0648 0.0860
-0.1112 0.0793 0.1858
0.0029 -0.0997 0.2710
-0.0927 0.0837 0.1269
-0.2575 0.1019 0.1330
0.5685 0.5395 -0.5955
-0.3372 0.6847 -0.2530
0.1413 -0.9355 -0.4915
-0.9756 0.1224 -0.0220
0.3362 0.3066 0.9810
0.0987 0.1034 -0.1968
0.1524 0.0157 0.2383
-0.3115 -0.3466 -0.0338
0.3528 -0.1573 -0.2811
-0.5145 0.9049 -0.3548
-0.2404 -0.3215 0.0849
-0.2088 -0.3336 -0.2151
-0.1564 -0.5040 0.0211
0.1267 0.3532 0.1463
0.5926 -0.1229 0.3482
-0.2847 -0.2382 -0.2138
0.1117 0.0593 0.1314
-0.0207 0.0641 -0.1029
-0.0237 -0.1288 0.1457
-0.2878 0.0084 -0.2540
-0.1085 -0.0360 0.0418
-0.0378 0.0363 0.1393
0.0352 -0.1263 0.0702
0.0556 0.0201 -0.0828
-0.0183 0.0518 -0.0934
-0.0797 0.2107 0.1273
0.0623 -0.0120 0.0547
0.1406 -0.0356 -0.0873
0.0918 0.1166 0.2121
0.1217 0.2384 -0.1609
0.1360 0.1512 0.0183
0.0627 0.0979 0.0535
-0.0059 -0.0620 0.0025
-0.0397 -0.0792 -0.0276

Values from the calculation:
HOMO level = -1.1113 eV
Net charge = -2
ΔE to the lowest compared entry with this formula, charge and spin = 52.92 kJ/mol


Formula: C11H32N2O4
Source: OMol25
Level of theory: ωB97M-V/def2-TZVPD

Last column: natural (NBO) charge in e.
Positions of all 49 atoms, in Å:
C1 -13.35555 -16.39736 10.87860  -0.253
O1 -13.95913 -16.57431 12.14584  -0.539
C2 -13.19021 -17.45342 12.93347  -0.062
C3 -13.71844 -17.60001 14.32858  -0.075
C4 -13.60748 -16.33679 15.18786  -0.619
N1 -12.94434 -18.69045 14.96462  -0.859
H1 -13.05418 -17.35293 10.43146  0.180
H2 -12.40825 -15.86753 11.05126  0.154
H3 -14.02065 -15.87834 10.19952  0.196
H4 -13.06837 -18.43600 12.45777  0.178
H5 -12.15314 -17.06579 12.95479  0.147
H6 -14.76146 -17.92356 14.36544  0.192
H7 -14.03259 -16.44663 16.18300  0.208
H8 -14.03803 -15.44127 14.72572  0.214
H9 -12.54874 -16.08045 15.28665  0.193
H10 -11.99722 -18.36019 15.15249  0.376
H11 -13.34090 -18.94568 15.85857  0.357
C5 -8.65738 -18.78681 11.54128  -0.245
O2 -9.03395 -19.05340 10.21498  -0.536
C6 -10.21268 -18.37358 9.88713  -0.062
C7 -10.52063 -18.57421 8.41212  -0.065
C8 -9.29345 -18.18430 7.56448  -0.619
N2 -11.66738 -17.71968 8.05678  -0.840
H12 -8.39805 -17.73103 11.65027  0.165
H13 -7.86426 -19.45301 11.87063  0.201
H14 -9.46142 -19.00800 12.25423  0.158
H15 -11.05183 -18.73427 10.50311  0.170
H16 -10.17497 -17.30420 10.14591  0.155
H17 -10.80361 -19.59216 8.15166  0.194
H18 -8.90004 -17.18746 7.75660  0.204
H19 -9.67124 -18.14636 6.53725  0.194
H20 -8.52639 -18.95997 7.57181  0.220
H21 -11.82939 -17.72459 7.06003  0.359
H22 -11.52565 -16.75170 8.32015  0.350
C9 -9.38572 -16.30974 14.78931  -0.636
C10 -9.25198 -17.09371 16.09841  -0.064
O3 -10.26370 -18.07715 16.27148  -0.740
H23 -10.38967 -15.91554 14.67004  0.211
H24 -9.07042 -16.99769 14.00353  0.210
H25 -8.69798 -15.46255 14.78145  0.212
H26 -9.32864 -16.41659 16.96501  0.160
H27 -8.23619 -17.46397 16.27453  0.168
H28 -9.80234 -18.92168 16.23238  0.482
C11 -8.36417 -20.99353 15.45123  -0.261
O4 -8.80598 -19.97559 14.55347  -0.738
H29 -7.46006 -20.60949 15.92564  0.185
H30 -9.14261 -21.23030 16.17948  0.168
H31 -8.03231 -21.90470 14.94353  0.174
H32 -9.69542 -20.20640 14.25854  0.476

Force components x, y, z for each atom (eV/Å):
0.7555 -0.4462 0.5812
-0.4842 -0.2243 -0.1596
0.6471 0.2374 -0.6199
-0.0675 -0.3656 1.6778
0.3958 0.8083 -0.7361
0.2221 -0.0178 -0.5648
-0.3546 -0.0453 -0.0487
-0.0784 0.3743 -0.3753
-0.0814 0.1996 0.1179
-0.4534 -0.0581 0.0217
-0.0095 0.0712 0.3399
-0.0290 0.0033 -0.5625
-0.0366 -0.2087 -0.0022
-0.2983 -0.2519 -0.0699
0.0559 -0.1562 0.2282
-0.2198 -0.0591 0.1244
-0.0700 0.1046 0.0353
-0.3211 -0.1841 0.5032
0.1808 -0.0785 0.1006
-0.9976 -0.5122 0.1306
0.5554 1.6319 -0.5429
-0.6034 -0.7149 -0.8054
-0.3227 -0.2459 0.4774
0.2465 0.0228 0.1317
0.3439 0.1703 -0.4221
-0.2918 0.1725 -0.1950
0.0467 -0.2306 -0.0488
0.4163 0.1370 -0.3229
0.0701 -0.1811 0.3708
0.0924 -0.0731 0.4381
0.1893 -0.0280 -0.1111
0.1839 0.2840 0.2620
0.0083 -0.1107 -0.0768
0.2094 -0.0204 0.0465
0.7134 -0.7059 0.5880
0.0917 1.5001 1.1080
0.5362 -0.2376 -0.0755
-0.1328 -0.2035 -0.1978
-0.4262 0.2275 -0.3689
0.0509 -0.0219 0.0794
-0.3889 0.1548 -0.2932
-0.1212 -0.5275 -0.6327
-0.2283 -0.0423 -0.2186
0.4375 0.0868 -0.2218
-0.1148 -0.2790 0.1235
-0.2447 0.0942 0.2773
0.1904 -0.0874 0.1464
-0.3534 -0.0098 -0.1501
0.0902 0.0471 -0.0873

Values from the calculation:
SMILES string = COC[C@H](C)N.COC[C@H](C)N.CCO.CO
HOMO level = -8.9703 eV
Net charge = 0
ΔE to the lowest compared entry with this formula, charge and spin = 49.44 kJ/mol


Formula: C24H37FN2O2
Source: OMol25
Level of theory: ωB97M-V/def2-TZVPD

Last column: natural (NBO) charge in e.
Positions of all 66 atoms, in Å:
C1 -3.05617 -0.40830 -3.40874  -0.627
C2 -2.54049 -0.98455 -2.12188  -0.130
C3 -2.96456 -0.53874 -0.87642  -0.131
C4 -2.49374 -1.10795 0.30261  -0.161
C5 -3.04415 -0.71045 1.64180  0.667
O1 -3.42156 -1.56720 2.42375  -0.612
N1 -3.16003 0.62383 1.92550  -0.446
C6 -3.77165 0.94801 3.20330  -0.412
C7 -2.24897 1.62793 1.38660  -0.204
C8 -1.03686 1.87540 2.28316  -0.407
C9 -0.26192 0.60066 2.58764  -0.410
C10 0.98432 0.84498 3.42917  -0.395
C11 1.76197 -0.44558 3.73024  -0.412
C12 3.14506 -0.47726 3.09086  -0.211
N2 3.09874 -0.31502 1.64474  -0.631
C13 2.85022 -1.36903 0.82184  0.681
O2 2.54323 -2.46334 1.26683  -0.633
C14 2.93224 -1.11075 -0.67189  -0.490
C15 1.83223 -0.23787 -1.29845  -0.206
C16 1.70118 1.16671 -0.70554  -0.420
C17 0.54751 1.93183 -1.34788  -0.389
C18 0.71986 2.03159 -2.85719  -0.389
C19 0.88956 0.64471 -3.46253  -0.390
C20 2.03797 -0.13969 -2.82377  -0.200
C21 2.17748 -1.49712 -3.50812  -0.614
C22 -1.57448 -2.14741 0.24716  -0.156
C23 -1.11688 -2.60257 -0.97978  -0.302
C24 -1.61383 -2.01686 -2.12549  0.456
F1 -1.18168 -2.47087 -3.32396  -0.339
H1 -2.24184 -0.01843 -4.02158  0.225
H2 -3.56587 -1.16872 -4.00182  0.229
H3 -3.75710 0.40083 -3.20985  0.217
H4 -3.69776 0.25900 -0.82768  0.212
H5 -4.66633 0.34723 3.34065  0.231
H6 -3.10227 0.74472 4.04471  0.194
H7 -4.03449 2.00569 3.20438  0.196
H8 -1.90706 1.29773 0.41002  0.215
H9 -2.80839 2.55587 1.24036  0.197
H10 -0.38612 2.59695 1.77743  0.206
H11 -1.34896 2.34880 3.21945  0.200
H12 -0.90660 -0.10841 3.11762  0.208
H13 0.02135 0.10555 1.65079  0.204
H14 1.63265 1.55789 2.90621  0.187
H15 0.68957 1.33803 4.35979  0.203
H16 1.88416 -0.58404 4.80662  0.210
H17 1.20386 -1.31122 3.36677  0.222
H18 3.76097 0.33137 3.48921  0.192
H19 3.63772 -1.42364 3.31796  0.217
H20 3.45573 0.53119 1.23902  0.397
H21 3.90651 -0.65749 -0.89878  0.206
H22 2.91833 -2.09771 -1.12582  0.241
H23 0.87457 -0.75099 -1.13256  0.209
H24 1.53539 1.11268 0.37056  0.217
H25 2.63931 1.71761 -0.86417  0.189
H26 -0.38504 1.39562 -1.13352  0.191
H27 0.45625 2.92512 -0.90080  0.205
H28 -0.13453 2.54255 -3.30802  0.205
H29 1.60483 2.63741 -3.08197  0.192
H30 -0.03494 0.07086 -3.32565  0.191
H31 1.05614 0.71693 -4.54053  0.207
H32 2.96496 0.42934 -2.98753  0.186
H33 1.34542 -2.15319 -3.24173  0.212
H34 2.16274 -1.37389 -4.59254  0.211
H35 3.10699 -2.00382 -3.25111  0.208
H36 -1.22438 -2.60179 1.16461  0.240
H37 -0.39033 -3.40071 -1.05409  0.240

Force components x, y, z for each atom (eV/Å):
0.0011 0.0008 0.0002
0.0013 -0.0017 -0.0015
0.0031 0.0022 -0.0018
-0.0008 -0.0028 0.0033
-0.0029 0.0019 -0.0064
-0.0017 0.0000 0.0008
0.0063 -0.0004 0.0004
0.0011 -0.0012 0.0005
-0.0012 -0.0012 0.0024
0.0032 0.0010 -0.0033
0.0025 0.0012 -0.0080
-0.0137 -0.0025 0.0226
0.0068 -0.0074 -0.0107
0.0006 0.0046 -0.0059
0.2698 -0.0629 0.0077
-0.4331 0.0130 -0.0249
-0.0046 -0.0015 0.0053
0.3003 0.2746 0.0578
-0.1333 -0.1964 -0.0448
-0.0027 -0.0015 0.0009
0.0052 0.0051 0.0030
-0.0022 0.0000 -0.0004
0.0089 0.0026 0.0018
-0.0021 0.0019 0.0016
0.0004 -0.0018 0.0022
-0.0005 0.0009 -0.0004
0.0009 0.0006 -0.0001
-0.0084 -0.0059 0.0009
-0.0069 -0.0064 -0.0012
-0.0017 0.0011 -0.0013
0.0007 -0.0010 0.0003
-0.0006 -0.0005 0.0001
-0.0007 -0.0009 0.0007
0.0000 0.0006 0.0006
-0.0008 0.0001 -0.0001
-0.0017 0.0002 0.0002
-0.0005 0.0013 0.0005
-0.0008 -0.0006 -0.0004
0.0020 -0.0012 0.0011
-0.0009 -0.0008 -0.0002
-0.0015 0.0013 -0.0004
0.0012 -0.0009 0.0003
-0.0012 0.0021 0.0020
-0.0011 0.0002 -0.0015
0.0046 -0.0013 -0.0010
-0.0016 0.0001 0.0042
0.0027 -0.0012 -0.0009
-0.0005 -0.0001 0.0004
-0.0034 -0.0049 -0.0103
0.0005 -0.0019 0.0017
-0.0009 -0.0020 0.0036
-0.0007 -0.0009 0.0002
0.0015 -0.0017 -0.0015
0.0006 0.0018 0.0006
0.0012 -0.0015 -0.0028
-0.0017 -0.0007 0.0019
0.0027 0.0005 0.0010
0.0005 -0.0008 -0.0007
0.0052 -0.0001 0.0018
0.0009 -0.0018 0.0000
0.0011 -0.0012 -0.0004
-0.0032 0.0013 0.0008
0.0015 -0.0004 -0.0005
-0.0009 -0.0002 -0.0014
0.0003 -0.0008 -0.0012
0.0000 0.0001 0.0006

Values from the calculation:
SMILES string = Cc1cc(C(=O)N(C)CCCCCCNC(=O)C[C@H]2CCCC[C@@H]2C)ccc1F
HOMO level = -9.1021 eV
Net charge = 0
ΔE to the lowest compared entry with this formula, charge and spin = 14.13 kJ/mol


Formula: C2H2ClFLiNO6P
Source: OMol25
Level of theory: ωB97M-V/def2-TZVPD

Last column: natural (NBO) charge in e.
Positions of all 15 atoms, in Å:
O1 -2.03839 -1.00648 0.93485  -0.540
C1 -2.20653 0.11564 0.58444  0.948
F1 -2.70564 1.03341 1.38496  -0.306
N1 -1.92673 0.67930 -0.64934  -0.671
C2 -0.84433 0.00263 -1.30188  0.889
O2 -0.98510 -0.93930 -1.99411  -0.423
O3 0.38128 0.63255 -1.06009  -0.813
P1 1.65112 -0.30739 -0.70081  2.529
O4 2.72885 -0.14764 -1.62808  -0.997
O5 2.10993 0.27163 0.77535  -1.010
O6 1.21459 -1.82275 -0.49515  -0.772
Cl1 0.86407 -2.31926 1.09538  0.318
H1 -1.65851 1.64783 -0.50611  0.407
H2 1.29496 0.44250 1.26092  0.447
Li1 2.12042 1.71733 2.29965  0.994

Force components x, y, z for each atom (eV/Å):
0.0960 0.4110 -0.2186
-0.2258 -1.3094 0.0440
-0.3916 0.6924 0.4640
1.6150 0.4696 0.2054
-1.4537 -0.5098 -0.9920
0.4502 0.2791 0.3432
-0.2407 -0.8341 1.1245
1.1650 0.2467 -1.0592
0.5911 0.0563 -0.4835
-0.7567 0.8455 0.4800
-0.2262 0.3754 0.8277
-0.1634 -0.1853 -0.2679
-0.4826 0.2732 -0.2188
-0.8072 -1.0022 -0.1744
0.8307 0.1917 -0.0741

Values from the calculation:
HOMO level = -15.0688 eV
Net charge = +1


Formula: C13H15NSeV
Source: OMol25
Level of theory: ωB97M-V/def2-TZVPD

Last column: Löwdin spin population.
Positions of all 31 atoms, in Å:
C1 -1.24670 -0.77828 -1.83228  -0.006
C2 -1.78551 0.11675 -0.84897  0.012
C3 -1.85709 -0.56246 0.40441  0.000
C4 -1.32496 -1.86252 0.25042  -0.020
C5 -0.92126 -2.01941 -1.14051  -0.020
V1 0.57533 -0.29168 -0.81300  1.142
N1 1.47207 -1.16330 -2.02695  -0.270
C6 0.90207 1.71501 -0.86199  0.055
C7 0.20458 1.79473 0.33894  0.101
H1 -2.32448 -0.19179 1.30963  0.000
H2 -2.19926 1.11131 -1.06253  0.001
H3 -1.33073 -2.66324 0.99046  0.000
H4 -0.56844 -2.95079 -1.60921  0.000
H5 -1.26100 -0.63650 -2.91098  0.002
H6 -0.82956 2.19785 0.36429  0.003
H7 2.01802 1.72312 -0.88892  0.001
H8 2.24415 -0.85969 -2.67225  -0.008
H9 0.76306 1.91805 1.29452  0.007
H10 0.47415 1.93211 -1.86431  0.021
Se1 1.55340 -1.29838 1.23353  -0.022
C8 1.71078 -0.18054 2.79676  0.007
C9 2.82560 0.67679 2.94563  -0.002
C10 3.04253 1.36725 4.14301  0.001
C11 2.14755 1.22858 5.21492  -0.003
C12 1.04071 0.37782 5.07902  0.001
C13 0.81453 -0.31122 3.88169  -0.002
H11 3.54449 0.74908 2.13128  0.000
H12 3.92704 2.01117 4.24427  0.000
H13 2.31451 1.77654 6.14649  0.000
H14 0.35565 0.24329 5.92685  0.000
H15 -0.02451 -0.99690 3.78222  0.000

Force components x, y, z for each atom (eV/Å):
-1.1530 -0.4418 0.5898
-0.3592 -0.4706 -0.6609
0.2491 -0.3148 -0.4579
-0.2378 0.4030 -1.8959
-1.0268 0.6932 0.7843
0.1576 -5.7414 -0.5769
0.5399 3.1029 0.9814
0.2406 2.3037 -0.0513
0.9518 1.9432 -0.4536
0.3644 0.1474 -0.0897
0.3160 -0.5801 0.1033
0.3817 0.4995 -0.1888
-0.0204 0.8329 0.3953
0.1971 0.0041 0.4208
0.7926 -0.8396 -0.0839
-0.8556 -0.3112 0.3773
-0.7896 -0.6806 0.7524
-0.4321 -0.7089 -0.7921
-0.0724 0.0306 0.8750
0.9030 0.0809 0.3685
0.0789 0.5252 0.5328
-0.4335 -0.3101 0.2406
-0.1789 0.0298 0.0827
-0.0356 -0.1712 -0.3741
0.1079 0.1372 -0.0055
0.5726 0.1266 -0.2778
-0.1516 0.0184 0.1520
-0.4462 -0.2980 -0.0487
-0.0479 -0.2473 -0.3244
0.2792 0.0682 -0.4393
0.1082 0.1688 0.0650

Values from the calculation:
2S+1 = 2
HOMO level (spin up / spin down) = -7.2160 / -7.3326 eV
Net charge = 0